(1)
This record from OMol25 describes a 2-piece molecular cluster, C7H20N4 overall. The level of theory is the ωB97M-V functional and the def2-TZVPD basis.

Positions of all 31 atoms, in Å:
C1 2.55991 -0.50067 -0.22740
C2 2.37261 -1.49875 0.87478
C3 -2.71202 0.87608 1.99879
C4 -1.88718 0.25986 -2.00650
C5 -2.54127 -1.44163 -0.36309
C6 -2.32569 1.01609 0.40501
C7 -2.23765 -0.08816 -0.64986
N1 3.43581 0.59723 0.29417
N2 1.24100 -0.04754 -0.65765
N3 4.33390 1.08772 -0.56293
N4 0.18608 0.09310 -0.00416
H1 3.14566 -0.87331 -1.04363
H2 1.76475 -2.34488 0.62694
H3 1.94108 -1.02389 1.72842
H4 3.42228 -1.88177 1.12167
H5 -3.80608 1.29631 2.05937
H6 -2.06479 1.51278 2.57388
H7 -2.73312 -0.20150 2.09588
H8 -1.34672 1.21973 -1.90520
H9 -1.59097 -0.46704 -2.68946
H10 -2.82460 0.46669 -2.46622
H11 -2.28428 -2.09676 -1.22901
H12 -3.66708 -1.62753 -0.21739
H13 -2.15672 -1.89559 0.60416
H14 -1.42654 1.68041 0.36234
H15 -3.12670 1.70670 0.03293
H16 3.07379 1.37696 0.95552
H17 1.37302 0.56677 -1.45792
H18 4.46640 2.11073 -0.51298
H19 5.28898 0.64242 -0.54818
H20 0.12611 -0.52056 0.80771

Properties
- ΔE to the lowest compared entry with this formula, charge and spin (eV) = 6.4497
- charge = +2
- molecular weight (g mol⁻¹) = 160.265
- max |F| (eV Å⁻¹) = 4.4
- calculated total energy (a.u.) = -496.89974
- LUMO (alpha / beta) (eV) = -8.672 / -9.861


(2)
This record from OMol25 describes C10H24Br2ClF3N4O4SSn as an isolated structure. The level of theory is the ωB97M-V functional and the def2-TZVPD basis.

Positions of all 50 atoms, in Å:
Sn1 3.53397 -15.35660 -1.10348
N1 4.76992 -13.92020 -3.51987
C1 4.45008 -12.53244 -3.15586
C2 5.10320 -12.11487 -1.83044
N2 4.63658 -12.85225 -0.67482
C3 3.81989 -12.09382 0.28891
C4 2.44412 -11.70813 -0.28823
N3 1.68580 -12.86934 -0.73200
H1 5.74423 -14.09235 -3.79247
H2 4.17464 -14.20541 -4.27954
H3 3.37582 -12.45055 -3.15371
H4 4.67333 -11.81903 -3.97578
H5 4.94744 -11.06046 -1.67926
H6 6.15874 -12.28453 -1.85781
H7 5.39967 -13.33201 -0.18838
H8 4.39671 -11.22644 0.59592
H9 3.68217 -12.67920 1.20215
H10 2.59685 -11.01281 -1.13375
H11 1.92711 -11.07783 0.47324
H12 1.21150 -12.72241 -1.59127
H13 1.02761 -13.30977 -0.13451
Br1 1.40679 -15.58733 -4.59400
C5 0.60575 -14.14899 -5.64701
Br2 1.22415 -12.41671 -5.07187
H14 -0.45226 -14.21388 -5.50460
H15 0.87596 -14.25580 -6.66465
C6 7.18620 -18.60660 1.07009
N4 6.50622 -17.28261 1.07272
C7 5.75969 -16.96434 2.28619
C8 6.30210 -16.60984 -0.04639
C9 6.80610 -17.20976 -1.36004
O1 5.73164 -15.50284 -0.08391
H16 8.10388 -18.56688 0.48986
H17 6.55649 -19.46485 0.68169
H18 7.43737 -18.94092 2.06018
H19 6.40242 -17.06560 3.15492
H20 4.88470 -17.70377 2.40684
H21 5.52466 -15.90447 2.15634
H22 7.76491 -17.69268 -1.30598
H23 6.79119 -16.43233 -2.13733
H24 6.10267 -17.98378 -1.66938
F1 2.49358 -17.44833 2.68712
C10 2.06827 -16.27216 3.13598
F2 0.90926 -16.40024 3.74049
F3 3.00228 -15.85860 4.00644
S1 1.94099 -14.96780 1.83498
O2 1.84172 -13.73997 2.54189
O3 3.23702 -15.08897 1.09523
O4 0.82639 -15.38675 1.01294
Cl1 3.44120 -17.78875 -0.81286

Properties
- ΔE to the lowest compared entry with this formula, charge and spin (eV) = 0.3546
- molecular weight (g mol⁻¹) = 667.359
- max |F| (eV Å⁻¹) = 2.1
- calculated total energy (a.u.) = -7435.80479
- LUMO (eV) = 0.121


(3)
This record from OMol25 describes a 2-piece molecular cluster, C4H6N2S overall. The level of theory is the ωB97M-V functional and the def2-TZVPD basis.

Positions of all 13 atoms, in Å:
C1 -1.83811 0.64599 -0.05257
C2 -1.68081 -0.58971 0.12769
C3 1.14076 -1.11911 -0.42022
C4 1.05846 0.86362 0.88614
N1 -1.83602 1.79973 -0.46778
N2 0.56308 -0.22085 0.53798
S1 -2.23168 -2.08162 0.36683
H1 1.02583 -2.10722 0.05736
H2 0.54161 -1.15115 -1.29953
H3 2.23780 -1.05901 -0.52747
H4 -1.41829 2.15511 -1.24450
H5 0.51594 1.48783 1.47713
H6 1.92143 1.37638 0.55894

Properties
- ΔE to the lowest compared entry with this formula, charge and spin (eV) = 5.1488
- molecular weight (g mol⁻¹) = 114.173
- max |F| (eV Å⁻¹) = 4.6
- SMILES = N=C=C=S.C=NC
- calculated total energy (a.u.) = -663.53932
- LUMO (eV) = -1.147


(4)
This record from OMol25 describes a 2-piece molecular cluster, C26H40ClNO5P overall. The level of theory is the ωB97M-V functional and the def2-TZVPD basis.

Positions of all 74 atoms, in Å:
C1 0.31089 0.55483 2.79274
C2 -0.23820 1.54516 2.40321
C3 -0.82542 2.73305 1.78490
C4 -0.75065 2.62992 0.23964
C5 -2.12137 2.47504 -0.44076
C6 -2.23974 1.03255 -0.93919
C7 -1.46281 0.76958 -2.22871
C8 -2.35413 -0.15403 -3.09226
Cl1 -3.10987 0.80880 -4.40932
C9 -3.42617 -0.66237 -2.15517
C10 -3.20900 -1.97613 -1.40398
C11 -1.84262 -2.27906 -0.76951
C12 -0.75319 -2.82562 -1.71916
C13 0.63828 -2.29002 -1.36792
C14 1.68511 -2.49697 -2.46487
C15 1.79482 -1.36335 -3.48479
C16 2.15196 0.04782 -2.95351
C17 2.84413 0.11573 -1.59751
O1 3.73048 1.25470 -1.57147
C18 3.24826 2.34631 -0.92085
C19 3.36858 3.61316 -1.71045
O2 2.79308 2.29417 0.19014
N1 -3.63941 0.57138 -1.28872
P1 -4.97515 0.43600 -0.00416
C20 -5.59348 2.16250 -0.10811
O3 -4.09578 0.43561 1.35764
H1 0.63101 -0.41755 3.08670
H2 -0.25856 3.60085 2.12141
H3 -1.84871 2.86381 2.13897
H4 -0.14460 1.75346 0.01616
H5 -0.21410 3.49017 -0.15145
H6 -2.21159 3.14343 -1.30043
H7 -2.93993 2.72011 0.23256
H8 -1.93087 0.40491 -0.10836
H9 -1.27365 1.66811 -2.80931
H10 -0.51295 0.29747 -1.99478
H11 -1.77380 -0.91054 -3.60256
H12 -4.37235 -0.78457 -2.68309
H13 -3.48183 -2.79288 -2.07058
H14 -3.94979 -1.97660 -0.59955
H15 -1.44765 -1.43229 -0.21257
H16 -2.02649 -3.05304 -0.02487
H17 -0.99613 -2.67088 -2.77267
H18 -0.71839 -3.90648 -1.58064
H19 0.97863 -2.82766 -0.48059
H20 0.57594 -1.24300 -1.06227
H21 1.42616 -3.40076 -3.02226
H22 2.65858 -2.70510 -2.02216
H23 0.82028 -1.27864 -3.97923
H24 2.48753 -1.64401 -4.27598
H25 1.25397 0.66563 -2.93585
H26 2.83343 0.51518 -3.66328
H27 3.46892 -0.75284 -1.41069
H28 2.13698 0.23017 -0.77790
H29 2.70014 4.36272 -1.29899
H30 3.17420 3.45094 -2.76790
H31 4.38506 4.00048 -1.62777
H32 -4.00759 1.26219 -1.95223
H33 -5.20632 2.77868 0.70460
H34 -5.32540 2.64282 -1.04807
H35 -6.67724 2.14234 -0.01795
H36 -4.07985 1.28786 1.81286
C21 4.92967 -1.43240 5.22935
C22 4.14422 -1.99945 4.31805
C23 2.81593 -2.54939 4.68323
O4 2.08978 -3.06247 3.85714
C24 2.39552 -2.44603 6.10294
C25 3.17986 -1.87994 7.01574
C26 4.50993 -1.32619 6.65121
O5 5.22304 -0.80765 7.47965
H37 5.90228 -1.02330 4.98783
H38 4.42911 -2.08701 3.27727
H39 1.42304 -2.85621 6.34376
H40 2.89597 -1.79325 8.05674

Properties
- charge = +1
- molecular weight (g mol⁻¹) = 513.035
- max |F| (eV Å⁻¹) = 1.0
- calculated total energy (a.u.) = -2246.90503
- LUMO (eV) = -2.945


(5)
This record from OMol25 describes C32H26N9O2TeTi as an isolated structure. The level of theory is the ωB97M-V functional and the def2-TZVPD basis.

Positions of all 71 atoms, in Å:
Ti1 -0.09294 0.19372 0.25672
O1 -1.61669 -3.32411 1.60071
C1 -1.07306 -2.27589 1.41507
N1 -0.83101 -1.62310 0.19750
C2 -1.04110 -2.20921 -1.05655
O2 -1.33954 -3.34319 -1.29348
C3 -0.73796 -1.21376 -2.16609
C4 -0.82107 -1.60046 -3.48193
C5 -0.51300 -0.67506 -4.46789
C6 -0.13760 0.59886 -4.08544
C7 -0.07274 0.90731 -2.74168
N2 -0.36335 0.01997 -1.78300
C8 -0.51518 -1.45698 2.57559
C9 -0.50617 -1.97398 3.84994
C10 0.04420 -1.21499 4.87179
C11 0.54725 0.03724 4.57431
C12 0.50011 0.48845 3.26926
N3 -0.01240 -0.24530 2.27663
H1 -1.11606 -2.61831 -3.69933
H2 -0.55710 -0.94593 -5.51666
H3 0.11449 1.35311 -4.81746
H4 0.21665 1.89197 -2.41003
H5 -0.93108 -2.95618 4.00747
H6 0.07903 -1.59319 5.88690
H7 0.97112 0.66874 5.34374
H8 0.87671 1.46377 2.99592
N4 2.13703 -2.55070 0.11880
C13 2.70042 -1.34350 0.27457
N5 3.99173 -1.33927 0.54577
C14 4.54570 -0.13117 0.69607
N6 5.84056 -0.09885 1.04872
N7 3.92310 1.04029 0.53612
C15 2.62653 0.96043 0.28149
N8 1.92515 -0.22289 0.15461
C16 1.87591 2.19401 0.14498
C17 2.52753 3.41686 -0.04081
C18 1.80091 4.56442 -0.20287
C19 0.38021 4.48804 -0.14465
C20 -0.22208 3.29387 0.04818
N9 0.47952 2.10319 0.18052
H9 2.73961 -3.34910 0.20501
H10 1.17801 -2.67958 -0.12042
H11 6.35657 -0.95809 1.09461
H12 6.31096 0.78573 1.10205
H13 3.60900 3.41551 -0.06006
H14 2.29450 5.51249 -0.37341
H15 -0.23156 5.37610 -0.24256
H16 -1.29487 3.22356 0.10059
Te1 -2.83165 0.79088 1.21060
C21 -4.07112 2.36311 0.58507
C22 -4.03236 2.83188 -0.72246
C23 -4.89496 3.84901 -1.10849
C24 -5.77673 4.40100 -0.18673
C25 -5.79983 3.93596 1.12200
C26 -4.94387 2.91374 1.51431
C27 -3.99317 -0.64605 0.18169
C28 -3.95285 -0.73274 -1.20889
C29 -4.59415 -1.78433 -1.85020
C30 -5.26104 -2.75256 -1.10742
C31 -5.31425 -2.65218 0.27498
C32 -4.67701 -1.59946 0.92582
H17 -3.34029 2.41101 -1.44140
H18 -4.87820 4.21027 -2.12983
H19 -6.44467 5.19817 -0.48916
H20 -6.48792 4.36434 1.84007
H21 -4.96591 2.54549 2.53265
H22 -3.43260 0.01807 -1.79016
H23 -4.55572 -1.85844 -2.93363
H24 -5.73190 -3.59231 -1.60858
H25 -5.84275 -3.39807 0.85501
H26 -4.71188 -1.52985 2.00418

Properties
- ΔE to the lowest compared entry with this formula, charge and spin (eV) = 0.0000
- charge = +1
- molecular weight (g mol⁻¹) = 744.088
- <S²> = 2.025
- max |F| (eV Å⁻¹) = 1.6
- multiplicity = 3
- calculated total energy (a.u.) = -2995.79048
- LUMO (alpha / beta) (eV) = -2.987 / -3.172


(6)
This record from OMol25 describes one molecule with the formula C5H6O2. The level of theory is the ωB97M-V functional and the def2-TZVPD basis.

Positions of all 13 atoms, in Å:
C1 1.65304 0.34038 0.25221
C2 0.26675 0.07675 -0.12072
C3 -0.78358 1.04880 -0.09333
C4 -2.00550 0.23982 -0.12925
C5 -1.63598 -1.02146 -0.07275
H1 2.28120 -1.39529 -0.60475
H2 1.69342 0.22631 1.42339
H3 1.96456 1.40072 -0.03674
H4 -0.69830 2.13586 -0.42587
H5 -3.07451 0.48820 -0.11258
H6 -2.06833 -1.97251 0.12144
O1 2.71124 -0.46383 -0.29191
O2 -0.30401 -1.10374 0.09086

Properties
- ΔE to the lowest compared entry with this formula, charge and spin (eV) = 2.0781
- molecular weight (g mol⁻¹) = 98.101
- max |F| (eV Å⁻¹) = 4.8
- SMILES = OCc1ccco1
- calculated total energy (a.u.) = -344.52554
- LUMO (eV) = 0.729


Question: Among the records above, which one has the highest max |F|?
Answer: C5H6O2


Question: molecular weight of number 5 (C32H26N9O2TeTi)?
Answer: 744.088 g mol⁻¹


Question: Among the records above, which one has the highest molecular weight?
Answer: C32H26N9O2TeTi


Question: calculated total energy of number 2 (C10H24Br2ClF3N4O4SSn)?
Answer: -7435.80479 a.u.